(1)
270
Properties=species:S:1:pos:R:3:forces:R:3 method="wB97M-V/def2-TZVPD" de_lowest_kcal_mol=0.00 homo_energy_ev=-8.066 energy_ha=-5118.6666 orbital_gap_ev=8.64 total_charge=0
C -0.329 -0.022 -4.827 0.96 0.67 -0.28
C 0.869 -0.914 -4.633 0.26 0.26 -0.43
O 1.846 -0.767 -5.688 -0.73 -1.75 0.63
O 0.307 1.275 -4.848 -0.73 0.14 -0.10
H -1.057 -0.099 -4.010 0.14 -0.09 -0.02
H -0.808 -0.177 -5.785 -0.28 -0.22 -0.20
H 0.612 -1.954 -4.583 -0.20 -0.65 0.01
H 1.288 -0.606 -3.692 0.36 -0.05 0.33
H 1.862 0.143 -5.894 -0.05 1.77 -0.31
H -0.319 1.917 -5.233 0.13 0.11 -0.01
C 1.168 3.021 2.370 -0.29 -0.30 1.29
C 1.450 3.259 3.884 2.39 -0.98 -2.27
O 2.917 3.261 4.080 -1.39 0.52 -0.02
O 1.681 1.723 2.108 -0.03 0.08 1.54
H 1.735 3.706 1.721 -0.52 0.25 0.43
H 0.049 3.098 2.227 1.06 -0.10 -0.17
H 1.095 2.398 4.444 -0.73 0.42 0.25
H 1.111 4.232 4.077 -0.67 1.05 1.11
H 3.176 2.511 3.552 0.48 -0.55 -0.24
H 1.529 1.578 1.193 -0.17 -0.42 -2.10
C -3.025 -3.449 -3.546 0.20 -0.04 -0.29
C -1.906 -3.430 -2.554 -0.96 -0.11 1.47
O -2.209 -2.517 -1.477 0.15 -0.86 -0.06
O -4.221 -3.756 -2.859 0.12 -0.26 0.44
H -2.808 -4.191 -4.336 -0.03 0.30 0.23
H -3.152 -2.460 -3.997 0.30 0.08 -0.14
H -1.051 -3.053 -2.997 1.82 0.82 -1.09
H -1.623 -4.447 -2.217 -0.48 0.52 0.23
H -2.742 -3.009 -0.822 -0.11 0.15 -0.24
H -4.780 -4.090 -3.542 -1.06 -0.36 -0.34
C 4.937 0.665 -5.332 -0.34 -0.57 0.42
O 5.042 0.875 -3.937 0.57 0.64 0.23
C 3.995 0.340 -3.193 -2.17 -0.93 -0.94
C 4.040 0.625 -1.733 1.36 0.44 1.15
N 3.727 2.007 -1.463 0.13 1.09 0.34
C 4.171 2.463 -0.125 -0.56 0.90 -0.87
C 5.624 2.850 -0.033 -0.01 0.27 1.95
O 5.877 3.927 -0.874 0.10 0.15 -0.73
C 7.174 4.499 -0.910 0.02 -0.70 -0.43
H 4.972 -0.419 -5.563 0.31 0.38 0.01
H 5.777 1.224 -5.717 0.10 -0.14 -0.56
H 3.985 1.002 -5.783 0.25 0.29 0.41
H 3.932 -0.744 -3.356 0.10 -0.11 0.02
H 3.038 0.755 -3.595 0.29 -0.18 0.24
H 5.070 0.411 -1.354 -0.42 -0.32 -0.20
H 3.327 0.060 -1.116 0.18 -0.39 -0.61
H 4.187 2.596 -2.162 -0.08 -0.13 0.32
H 3.932 1.793 0.686 -0.09 -0.81 -0.11
H 3.584 3.351 0.145 0.06 0.06 -0.22
H 6.262 1.994 -0.235 0.39 -0.13 -0.10
H 5.752 3.172 1.045 0.29 -0.40 -0.77
H 8.036 3.798 -1.057 -0.84 0.05 0.59
H 7.330 5.173 -0.071 0.19 -0.06 0.19
H 7.155 5.047 -1.830 0.12 0.74 -0.36
C 3.319 6.596 4.475 -0.51 0.56 -1.15
O 2.704 6.678 3.177 0.25 -0.67 -0.48
C 3.476 6.067 2.096 -0.31 -1.09 1.27
C 2.605 6.028 0.845 1.79 1.49 0.74
N 2.412 7.372 0.390 -0.58 1.49 -0.47
C 1.372 7.517 -0.653 1.61 1.51 -0.10
C 0.046 7.084 -0.169 -0.69 -2.24 0.52
O -0.993 7.357 -1.062 1.16 0.94 -1.04
C -2.253 7.376 -0.510 0.28 -1.05 1.48
H 2.543 6.482 5.206 -0.53 -0.10 0.33
H 3.825 7.527 4.672 0.45 0.37 0.15
H 3.989 5.769 4.565 0.48 -0.65 -0.09
H 3.758 5.023 2.444 -0.22 1.06 -0.51
H 4.366 6.666 1.932 0.28 0.04 -0.18
H 1.687 5.638 1.100 -1.94 -1.61 0.65
H 3.069 5.515 0.035 0.47 -0.92 -0.43
H 2.100 7.914 1.196 0.18 0.06 -0.14
H 1.710 6.995 -1.556 -0.25 -0.06 0.12
H 1.342 8.596 -0.898 -0.03 -0.42 -0.07
H -0.129 7.475 0.859 -0.14 0.06 -0.48
H 0.120 5.967 -0.095 -0.38 0.50 0.40
H -2.918 7.812 -1.213 -0.72 0.23 -0.54
H -2.227 7.952 0.419 -0.32 0.28 0.10
H -2.534 6.345 -0.223 -0.37 0.22 -0.19
C 2.321 4.204 -4.012 0.21 -0.32 -1.90
O 1.073 4.682 -4.524 1.11 -0.55 -0.71
C 1.069 4.538 -5.962 -0.84 1.16 0.96
C -0.377 4.764 -6.362 0.85 0.00 1.47
N -1.206 3.737 -5.735 0.06 0.29 0.41
C -2.527 3.643 -6.334 -1.21 -0.74 1.24
C -3.367 2.467 -5.690 -0.33 0.66 -1.65
O -2.943 1.208 -6.237 -0.78 0.07 0.72
C -3.805 0.109 -5.840 1.99 0.13 0.14
H 3.188 4.856 -4.259 -0.56 -0.08 -0.03
H 2.523 3.201 -4.464 -0.04 0.52 0.54
H 2.250 4.124 -2.968 -0.18 -0.17 1.46
H 1.376 3.554 -6.283 0.37 -0.44 0.10
H 1.706 5.331 -6.378 0.08 -0.28 -0.18
H -0.433 4.701 -7.419 -0.35 -0.01 -1.10
H -0.597 5.783 -6.013 -0.44 -0.04 -0.28
H -1.204 3.897 -4.705 -0.35 -0.14 -1.14
H -2.431 3.441 -7.396 0.16 -0.19 -0.16
H -3.159 4.574 -6.276 0.55 -0.50 0.26
H -4.423 2.628 -6.044 0.64 -0.05 0.59
H -3.315 2.487 -4.593 0.07 -0.07 -0.18
H -3.416 -0.734 -6.448 -0.48 0.30 0.62
H -4.845 0.278 -6.033 -0.67 0.34 -0.46
H -3.718 -0.090 -4.747 0.16 -0.01 -0.57
C -8.887 -4.173 0.081 -0.28 1.18 0.66
O -7.872 -3.189 0.208 0.61 -0.76 -0.28
C -8.234 -1.970 -0.383 0.16 0.58 -0.31
C -7.122 -0.933 -0.147 -0.44 0.15 0.17
N -6.012 -1.396 -0.941 0.83 -0.11 -0.38
C -4.920 -0.496 -1.310 0.79 -1.38 -0.26
C -3.961 -0.100 -0.188 -1.43 -0.32 -0.04
O -4.619 0.851 0.658 0.84 -0.76 1.46
C -3.917 0.890 1.916 0.81 0.10 -0.29
H -9.657 -3.825 0.781 -0.39 -0.60 -0.08
H -8.498 -5.136 0.382 0.12 -0.11 0.02
H -9.335 -4.214 -0.915 0.24 -0.05 -0.15
H -9.233 -1.705 -0.039 -0.14 0.48 0.30
H -8.281 -2.082 -1.477 -0.13 -0.09 0.07
H -6.895 -0.764 0.925 -0.16 -0.38 -0.20
H -7.461 0.069 -0.494 0.18 -0.65 -0.12
H -5.710 -2.344 -0.709 -0.08 0.66 -0.04
H -5.393 0.341 -1.781 -0.02 0.89 -0.29
H -4.270 -1.023 -2.069 -0.80 0.45 0.61
H -3.022 0.311 -0.526 0.37 0.20 -0.40
H -3.747 -1.051 0.324 0.07 0.27 0.33
H -3.992 0.035 2.607 -0.77 -0.29 -0.56
H -4.181 1.766 2.493 -0.23 0.34 -0.14
H -2.824 0.913 1.740 -0.21 0.36 -0.17
C 1.908 -2.269 -1.660 1.14 0.73 1.08
O 1.094 -1.148 -1.681 -1.17 0.75 0.10
C 0.487 -0.816 -0.426 1.14 0.31 -0.84
C -0.209 0.514 -0.561 -0.28 0.52 -0.15
N 0.740 1.655 -0.712 -0.89 -1.25 0.09
C 0.057 2.901 -0.943 0.91 0.30 0.59
C -0.713 3.169 -2.190 0.38 0.14 -2.46
O -1.937 2.515 -2.446 -0.63 -0.81 0.71
C -3.010 3.054 -1.672 1.07 0.31 0.04
H 2.327 -2.377 -2.627 -0.04 -0.50 -1.18
H 1.389 -3.149 -1.295 0.06 -0.31 0.04
H 2.841 -2.041 -1.083 -0.62 -0.49 0.30
H 1.314 -0.753 0.277 0.13 0.16 0.55
H -0.186 -1.592 -0.111 -0.52 -0.43 0.08
H -0.766 0.701 0.397 0.28 -0.11 -0.78
H -0.952 0.470 -1.397 0.49 -0.06 0.61
H 1.378 1.580 -1.484 0.57 -0.82 -0.31
H 0.899 3.617 -0.870 -0.80 0.38 -0.06
H -0.625 3.007 -0.148 -0.73 0.67 1.52
H -0.088 2.866 -3.076 -0.38 0.66 0.73
H -1.021 4.229 -2.218 0.96 0.21 -0.03
H -2.839 2.895 -0.582 -0.32 0.32 -0.65
H -3.886 2.541 -1.999 -0.74 -0.43 0.01
H -3.120 4.130 -1.940 0.04 -0.37 0.50
C -4.276 5.015 1.957 0.23 2.28 0.40
O -2.969 4.486 1.943 0.28 -0.33 -0.51
C -2.090 5.332 2.672 -0.25 -1.16 1.68
C -2.087 4.890 4.184 0.86 1.78 -0.60
N -1.605 3.582 4.404 0.35 -1.83 -0.32
C -1.805 3.004 5.718 0.85 1.05 0.95
C -3.221 2.870 6.237 -0.78 -1.61 -0.75
O -3.931 1.995 5.290 0.22 1.20 0.15
C -5.341 2.142 5.418 0.80 -0.45 1.32
H -5.089 4.325 1.762 0.34 -0.58 0.10
H -4.356 5.845 1.204 0.01 -0.62 0.36
H -4.389 5.531 2.942 -0.60 -0.56 -0.57
H -2.389 6.352 2.607 -0.66 0.98 0.08
H -1.096 5.373 2.250 0.38 -0.82 -0.22
H -3.051 5.051 4.639 -0.90 0.20 -0.14
H -1.426 5.603 4.731 -0.16 -0.21 -0.31
H -1.860 2.911 3.690 -0.34 0.27 -0.11
H -1.224 3.664 6.408 -0.47 -0.46 -0.06
H -1.332 2.038 5.785 0.28 -0.38 -0.29
H -3.671 3.857 6.284 -0.50 0.11 0.06
H -3.325 2.343 7.221 0.50 0.76 -0.49
H -5.647 3.166 5.248 -0.15 0.37 -0.12
H -5.582 1.860 6.467 -0.39 0.15 -0.54
H -5.848 1.479 4.731 0.05 -0.19 -0.19
C 2.978 -3.275 2.141 -0.93 0.12 0.57
O 4.226 -2.944 2.618 1.33 0.41 0.63
C 5.214 -3.544 1.815 -0.26 -1.66 0.18
C 6.604 -3.341 2.400 -0.58 1.62 -1.47
N 6.766 -3.927 3.669 -0.30 -0.56 0.65
C 7.938 -3.454 4.377 0.41 0.64 0.29
C 7.776 -3.614 5.887 -0.26 -0.94 -0.16
O 6.614 -2.946 6.356 0.29 -0.81 1.42
C 6.487 -3.197 7.811 -0.72 1.30 -2.02
H 2.268 -2.679 2.696 -0.25 -0.26 0.56
H 2.775 -4.355 2.248 -0.02 0.37 -0.32
H 2.858 -2.898 1.143 -0.07 -0.35 -1.08
H 5.135 -3.136 0.806 0.24 0.09 -0.20
H 4.927 -4.637 1.759 0.61 0.70 -0.12
H 6.675 -2.204 2.460 0.48 -0.95 -0.26
H 7.334 -3.761 1.695 -0.02 0.41 -0.05
H 5.883 -3.772 4.137 0.29 0.14 0.81
H 8.206 -2.385 4.149 -0.53 -0.52 0.11
H 8.828 -4.023 4.036 -0.42 0.10 0.31
H 8.635 -3.217 6.435 0.26 -0.15 -0.19
H 7.674 -4.716 6.099 0.17 0.78 -0.02
H 7.289 -2.668 8.331 -0.03 -0.16 0.11
H 6.456 -4.251 8.047 0.20 -0.36 -0.07
H 5.510 -2.754 8.027 0.29 -0.05 0.35
C 2.579 -6.522 -1.109 0.82 -1.50 -0.06
O 2.102 -6.241 0.178 0.14 0.01 -0.38
C 0.770 -5.855 0.147 -0.83 -0.01 0.77
C 0.216 -5.924 1.582 0.12 0.08 -0.32
N -1.170 -5.485 1.708 0.00 0.54 0.14
C -1.340 -4.026 1.622 -1.11 -0.57 -0.61
C -2.819 -3.716 1.763 -1.28 1.65 0.51
O -3.648 -3.954 0.588 0.81 -0.41 0.17
C -5.034 -4.230 0.865 1.21 -0.02 -1.15
H 3.598 -6.818 -0.916 0.65 0.30 -0.41
H 2.501 -5.758 -1.872 -0.01 0.73 0.17
H 2.157 -7.434 -1.576 -0.50 0.21 0.43
H 0.190 -6.582 -0.428 -0.15 0.13 -0.47
H 0.693 -4.841 -0.291 -0.31 -0.38 0.14
H 0.893 -5.318 2.205 -0.58 0.09 0.04
H 0.323 -6.941 1.984 -0.07 0.09 -0.36
H -1.847 -5.925 1.062 0.94 0.13 0.37
H -1.042 -3.616 0.657 0.38 0.16 -0.25
H -0.801 -3.489 2.410 -0.11 -0.34 -0.02
H -2.986 -2.634 2.001 0.47 -0.60 -0.03
H -3.215 -4.252 2.629 -0.10 -0.34 -0.09
H -5.588 -4.169 -0.082 0.32 0.02 0.31
H -5.427 -3.516 1.554 -0.42 0.49 0.59
H -5.103 -5.241 1.221 -0.26 -0.54 0.52
C -1.124 -6.506 -3.837 -0.01 0.06 0.78
O -0.454 -5.363 -4.325 0.54 -0.17 -0.74
C 0.449 -5.687 -5.426 -2.27 0.13 0.15
C 1.341 -4.584 -5.861 0.89 -0.36 1.28
N 2.495 -4.445 -4.899 -1.30 1.43 -0.68
C 3.494 -3.541 -5.540 -0.40 -0.21 0.70
C 4.790 -3.616 -4.744 -1.10 0.55 0.73
O 4.501 -3.345 -3.362 0.71 0.03 0.31
C 5.618 -3.608 -2.472 -2.39 -1.28 -0.14
H -0.415 -7.185 -3.370 0.19 -0.16 0.26
H -1.692 -7.104 -4.534 0.00 0.06 -1.03
H -1.879 -6.212 -3.097 0.43 0.19 -0.03
H -0.203 -5.972 -6.275 0.27 -0.08 0.22
H 1.083 -6.506 -5.167 0.36 -0.87 0.38
H 0.835 -3.648 -6.007 -0.42 0.52 -0.20
H 1.667 -4.954 -6.823 0.65 0.22 -0.39
H 2.072 -3.870 -4.150 0.49 -0.74 -0.07
H 3.115 -2.510 -5.690 0.25 -0.51 0.09
H 3.636 -4.033 -6.491 0.54 0.31 -0.58
H 5.531 -2.906 -5.115 0.25 -0.18 -0.13
H 5.066 -4.645 -4.814 0.91 -0.76 -0.10
H 5.229 -3.618 -1.436 0.19 0.42 -0.60
H 6.394 -2.926 -2.627 1.24 1.34 -0.06
H 6.004 -4.611 -2.635 0.09 -0.29 -0.24
C 0.224 -0.919 2.988 0.25 -0.37 0.28
O -0.888 -1.507 3.720 1.12 -0.10 -0.80
C -1.546 -0.567 4.547 1.19 1.38 1.03
C -2.764 -1.191 5.258 1.67 0.17 -0.68
N -2.194 -2.347 5.899 -1.05 0.23 1.63
C -3.091 -3.080 6.754 -0.52 -1.03 0.83
C -4.157 -3.937 6.053 0.67 0.75 -0.09
O -5.306 -3.114 5.749 0.90 -1.27 -0.21
C -6.204 -3.903 4.998 0.14 1.14 -1.42
H 1.082 -0.686 3.634 -0.48 0.32 0.35
H -0.033 -0.026 2.409 -0.34 0.00 0.42
H 0.711 -1.595 2.260 -1.12 -0.29 0.38
H -1.745 0.268 3.899 -0.84 0.71 -0.23
H -0.820 -0.095 5.343 -1.04 -1.24 -1.10
H -3.575 -1.416 4.559 -0.12 0.12 -0.01
H -3.095 -0.524 6.054 -0.22 0.19 -0.28
H -1.848 -3.004 5.253 0.76 -0.54 -1.14
H -3.612 -2.485 7.524 0.31 0.30 -0.50
H -2.470 -3.767 7.342 -0.04 -0.09 -0.07
H -4.379 -4.834 6.638 -0.67 0.25 0.47
H -3.687 -4.397 5.165 -0.32 0.51 -0.35
H -7.121 -3.360 4.826 -0.47 0.24 0.56
H -6.360 -4.821 5.500 -0.48 -1.14 0.40
H -5.884 -4.083 3.946 0.48 -0.17 0.61


(2)
32
Properties=species:S:1:pos:R:3:forces:R:3 method="wB97M-V/def2-TZVPD" spin_multiplicity=4 homo_energy_ev="-3.700 / -1.511" energy_ha=-2792.0325 orbital_gap_ev="6.64 / 4.46" total_charge=-1
Cr -1.302 -2.513 0.035 0.84 0.32 -1.02
Cl -3.007 -1.639 -1.106 -0.65 0.44 -0.59
Cl -1.843 -3.295 2.045 0.22 -0.55 1.15
C 0.274 2.445 2.317 0.55 0.02 1.60
H -0.487 3.091 2.777 0.08 -0.22 -0.05
H 0.285 1.491 2.861 0.09 0.25 -0.04
C 0.316 1.096 0.206 -0.23 1.91 1.44
C -0.005 2.240 0.902 0.55 -2.10 -2.51
H 0.962 0.345 0.677 -0.57 0.10 0.09
C -0.619 3.386 0.158 -0.22 -0.02 -0.24
H 1.239 2.950 2.497 -0.17 -0.09 -0.06
C -1.622 2.895 -0.881 -0.14 -0.14 -0.10
H -1.097 4.076 0.859 -0.05 0.01 -0.05
H 0.178 3.955 -0.346 -0.10 -0.01 0.07
C -1.019 1.872 -1.851 0.19 0.10 -0.03
H -2.487 2.441 -0.378 0.19 0.12 0.03
H -1.985 3.753 -1.452 -0.16 -0.03 -0.04
C -0.074 0.830 -1.205 -0.25 -0.24 -0.59
H -1.836 1.342 -2.360 0.25 0.14 0.05
H -0.442 2.410 -2.615 -0.19 0.00 0.06
H -0.562 -0.164 -1.270 0.32 0.37 0.15
H 0.826 0.746 -1.834 -0.13 -0.10 0.18
C 0.818 -4.630 -0.275 0.44 -0.19 0.02
S 0.881 -2.859 -0.595 -2.45 0.20 0.66
C 2.008 -2.269 0.675 0.81 -0.13 0.06
O 1.501 -2.620 -1.925 0.67 -0.10 0.13
H 1.025 -4.836 0.781 -0.06 0.08 -0.19
H 1.562 -5.098 -0.924 -0.10 -0.19 0.01
H -0.196 -4.966 -0.524 0.30 0.06 -0.04
H 2.482 -3.141 1.145 0.02 0.33 -0.05
H 2.761 -1.648 0.177 -0.05 -0.12 0.18
H 1.465 -1.689 1.429 0.01 -0.23 -0.27


One value per record, in order, for F_max: 0.067 0.065 hartree/bohr.